Below is a 2-piece molecular cluster, C7H15NO2 overall, with properties calculated with ωB97M-V/def2-TZVPD.

Summary:
SMILES ... CC(C)(O)C=O.CC(C)=N
HOMO ... -8.53 eV
Charge ... 0
LUMO level ... 0.2 eV
Kohn-Sham gap ... 8.7 eV

Bonds (Å) are listed after each position.
Geometry (Å):
1 C -0.54995 0.68419 1.38380  C3 1.528, C4 1.523, C8 1.764, O9 1.419
2 C 0.72251 -0.83887 -1.64344  C5 1.494, C6 1.490, N7 1.289
3 C -1.32670 1.83406 2.02409  C1 1.528, H14 1.090, H15 1.091, H16 1.089
4 C -1.32067 -0.62386 1.50389  C1 1.523, H17 1.088, H18 1.092, H19 1.088
5 C 1.98625 -0.21776 -2.14279  C2 1.494, H20 1.092, H21 1.088, H22 1.090
6 C 0.84944 -2.14368 -0.93435  C2 1.490, H23 1.088, H24 1.091, H25 1.091
7 N -0.43669 -0.30384 -1.82425  C2 1.289, H12 1.014
8 C -0.44055 1.18940 -0.30253  C1 1.764, O10 1.211, H13 1.096
9 O 0.70571 0.54332 2.02868  C1 1.419, H11 0.967
10 O 0.37304 2.05318 -0.54469  C8 1.211
11 H 1.32796 1.13618 1.58489  O9 0.967
12 H -0.96248 -0.37724 -2.68776  N7 1.014
13 H -1.48964 1.11929 -0.61133  C8 1.096
14 H -0.78432 2.77361 1.91510  C3 1.090
15 H -1.47461 1.64195 3.08791  C3 1.091
16 H -2.28645 1.94766 1.52287  C3 1.089
17 H -0.69600 -1.49640 1.32282  C4 1.088
18 H -1.61695 -0.78069 2.54329  C4 1.092
19 H -2.21242 -0.61386 0.87998  C4 1.088
20 H 1.88163 0.04744 -3.19729  C5 1.092
21 H 2.83983 -0.88496 -2.04577  C5 1.088
22 H 2.22803 0.69078 -1.59195  C5 1.090
23 H -0.12755 -2.56229 -0.70386  C6 1.088
24 H 1.40324 -2.85148 -1.55370  C6 1.091
25 H 1.40737 -1.96616 -0.01360  C6 1.091


Below is a 3-piece molecular cluster, C16H38BNO3P overall, with properties calculated with ωB97M-V/def2-TZVPD.

Summary:
HOMO ... -4.36 eV
Charge ... -1
LUMO level ... 2.7 eV
Kohn-Sham gap ... 7.0 eV

Bonds (Å) are listed after each position.
Geometry (Å):
1 C 1.31339 2.90111 -3.54135  C2 1.607, H11 1.153, H12 1.155, H13 1.149
2 C 2.81052 3.20147 -3.04064  C1 1.607, C3 1.621, H14 1.151, H15 1.139
3 C 2.87548 4.09520 -1.68970  C2 1.621, O4 1.445, H16 1.155, H17 1.143
4 O 3.35339 3.36424 -0.53854  C3 1.445, B5 1.434
5 B 2.35325 2.51023 0.03377  O4 1.434, P6 1.943, C8 1.645
6 P 0.47630 2.96458 0.24825  B5 1.943, N7 1.632, H18 1.433, H19 1.436
7 N 0.41203 3.98469 1.52050  P6 1.632, H20 1.030
8 C 2.86629 1.04236 0.57197  B5 1.645, O9 1.290, O10 1.384
9 O 4.04380 0.62258 0.25268  C8 1.290
10 O 2.09240 0.23970 1.39264  C8 1.384
11 H 1.32199 2.68906 -4.67473  C1 1.153
12 H 0.97604 1.93970 -2.99837  C1 1.155
13 H 0.56090 3.72765 -3.27477  C1 1.149
14 H 3.36585 3.78606 -3.86271  C2 1.151
15 H 3.36150 2.21186 -2.92033  C2 1.139
16 H 3.66999 4.90556 -1.90441  C3 1.155
17 H 1.89780 4.66365 -1.52412  C3 1.143
18 H -0.34064 1.80188 0.42984  P6 1.433
19 H 0.00488 3.68244 -0.90289  P6 1.436
20 H -0.23729 3.58600 2.21407  N7 1.030
21 C -2.53308 -0.24263 -4.08945  C22 1.523, H27 1.092, H28 1.093, H29 1.094
22 C -2.67751 1.20968 -3.65533  C21 1.523, C23 1.529, H30 1.095, H31 1.095
23 C -2.39903 1.42427 -2.16691  C22 1.529, C24 1.532, H32 1.095, H33 1.096
24 C -3.34872 0.69238 -1.21399  C23 1.532, C25 1.530, H34 1.096, H35 1.095
25 C -4.83090 1.02585 -1.39132  C24 1.530, C26 1.524, H36 1.095, H37 1.095
26 C -5.15039 2.49143 -1.12345  C25 1.524, H38 1.093, H39 1.094, H40 1.092
27 H -3.24805 -0.89175 -3.57991  C21 1.092
28 H -2.71295 -0.33516 -5.16380  C21 1.093
29 H -1.52382 -0.61053 -3.88469  C21 1.094
30 H -3.67833 1.57152 -3.91390  C22 1.095
31 H -1.97367 1.81857 -4.23250  C22 1.095
32 H -2.42344 2.49903 -1.95659  C23 1.095
33 H -1.37529 1.09993 -1.94837  C23 1.096
34 H -3.05252 0.92691 -0.18478  C24 1.096
35 H -3.21572 -0.38891 -1.32363  C24 1.095
36 H -5.41119 0.40923 -0.69719  C25 1.095
37 H -5.16711 0.75463 -2.39734  C25 1.095
38 H -4.86781 2.77087 -0.10576  C26 1.093
39 H -6.22423 2.66807 -1.23630  C26 1.094
40 H -4.63331 3.15263 -1.82132  C26 1.092
41 C 3.09742 -2.63423 2.07973  C42 1.523, H47 1.091, H48 1.091, H49 1.095
42 C 3.15447 -3.44616 3.36731  C41 1.523, C43 1.530, H50 1.095, H51 1.096
43 C 2.47344 -4.81141 3.25156  C42 1.530, C44 1.532, H52 1.096, H53 1.096
44 C 0.97275 -4.76576 2.94829  C43 1.532, C45 1.529, H54 1.097, H55 1.095
45 C 0.12964 -3.98616 3.95818  C44 1.529, C46 1.524, H56 1.095, H57 1.094
46 C 0.17044 -4.58364 5.35933  C45 1.524, H58 1.093, H59 1.094, H60 1.092
47 H 2.07169 -2.40381 1.78968  C41 1.091
48 H 3.62098 -1.68555 2.20768  C41 1.091
49 H 3.57744 -3.17534 1.25813  C41 1.095
50 H 2.71335 -2.86648 4.18513  C42 1.095
51 H 4.20508 -3.60322 3.63567  C42 1.096
52 H 2.64440 -5.37012 4.17922  C43 1.096
53 H 2.96722 -5.38737 2.46020  C43 1.096
54 H 0.59991 -5.79651 2.89454  C44 1.097
55 H 0.81353 -4.33844 1.95316  C44 1.095
56 H -0.90910 -3.97885 3.61165  C45 1.095
57 H 0.44776 -2.94007 3.99565  C45 1.094
58 H -0.19121 -5.61524 5.35287  C46 1.093
59 H -0.46981 -4.00562 6.03247  C46 1.094
60 H 1.17976 -4.57205 5.77492  C46 1.092


- Which value of Kohn-Sham gap does entry 1 give?
  8.7 eV


- The highest Kohn-Sham gap belongs to which entry?
  C7H15NO2